No. 1
Here is a 3-piece molecular cluster, C6H14NS overall at a distorted geometry from the Open Molecules 2025 dataset. Energies are from the ωB97M-V functional and the def2-TZVPD basis.

Calculated values
Energy above the lowest of the compared OMol25 structures with the same formula, charge and spin = 201.3 kcal/mol
HOMO level = -2.655 eV
LUMO = 0.0292 hartree
DFT total energy = -18766.4552 eV
Net charge = -1
Orbital gap = 3.4 eV

Each line ends with the Löwdin charge.
Geometry (Å):
S: 3.2021 -1.7856 -1.0125  0.16
N: -0.5952 -1.2330 0.3861  0.03
C: 1.5345 -2.4173 -0.6705  -0.75
C: -1.0497 0.0293 0.6653  -0.35
C: 0.3334 -0.3104 -1.8052  -0.13
C: -0.6666 1.3732 0.9053  -0.07
C: -1.6037 2.5471 0.9603  -0.21
C: 0.6445 -1.1109 -0.4184  -0.56
H: 1.1708 -2.9891 -1.5588  0.04
H: 1.3363 -0.5067 0.1931  0.03
H: -2.1041 1.1547 -0.9329  0.14
H: -2.5247 2.5773 1.4864  0.05
H: 1.2736 -1.4255 2.1135  0.04
H: 1.2910 -0.4315 -2.4347  0.04
H: 0.4220 1.7363 0.8233  0.13
H: 1.1388 -2.9360 0.2590  0.05
H: 0.1895 0.7312 -1.5154  -0.01
H: 1.5569 -0.8091 2.3894  0.05
H: -1.0142 3.4273 1.4643  0.09
H: -2.0363 -0.0723 1.1629  0.10
H: -0.5982 -0.5880 -2.4938  0.09
H: -1.9009 3.0392 0.0332  0.03

No. 2
Here is an isolated ion of composition C6H14NS and charge -1 at a distorted geometry from the Open Molecules 2025 dataset. Energies are from the ωB97M-V functional and the def2-TZVPD basis.

Calculated values
Energy above the lowest of the compared OMol25 structures with the same formula, charge and spin = 29.3 kcal/mol
HOMO level = -2.378 eV
LUMO = 0.1295 hartree
DFT total energy = -18773.9133 eV
Net charge = -1
Orbital gap = 5.9 eV
Structure (SMILES) = CCCN[C@H](C)C[S-]

Each line ends with the Löwdin charge.
Geometry (Å):
S: -1.8834 -2.3963 2.1545  0.11
N: -0.6202 -0.6638 0.0687  -0.10
C: -1.4771 -0.6206 2.3814  -0.70
C: 0.0556 1.0508 -1.6882  -0.28
C: 1.0102 -0.3226 1.9907  -0.07
C: -0.4034 -0.0543 1.4323  -0.46
C: 0.6700 0.9725 -3.0919  -0.14
C: 0.3274 -0.2869 -0.9660  -0.27
H: 0.5406 1.9829 -3.5748  0.08
H: 1.6696 0.2306 1.4958  0.00
H: 1.7273 0.8146 -2.9367  0.05
H: -1.0832 -0.4505 3.3570  0.02
H: 0.4079 1.8777 -1.1766  0.07
H: -0.9848 -1.6802 -0.0189  0.06
H: -0.5923 0.9794 1.2974  0.10
H: -1.0004 1.2434 -1.8199  0.09
H: 0.9326 -1.4043 1.8226  0.08
H: 0.3321 0.1196 -3.7099  0.07
H: 1.4266 -0.0661 -0.6084  0.13
H: -2.3958 -0.0871 2.2692  0.02
H: 0.1871 -1.1000 -1.7172  0.11
H: 1.1537 -0.1386 3.0388  0.06

No. 3
Here is a 2-piece molecular cluster, C6H14NS overall at a distorted geometry from the Open Molecules 2025 dataset. Energies are from the ωB97M-V functional and the def2-TZVPD basis.

Calculated values
Energy above the lowest of the compared OMol25 structures with the same formula, charge and spin = 116.7 kcal/mol
HOMO level (spin up / spin down) = -12.007 / -11.527 eV
LUMO (spin up / spin down) = -0.1447 / -0.1557 hartree
DFT total energy = -18763.0274 eV
Net charge = +1
Orbital gap (spin up / spin down) = 8.1 / 7.3 eV

Each line ends with the Löwdin charge.
Geometry (Å):
S: -2.6930 0.9298 -0.2911  0.84
N: -0.1006 -0.6142 1.1772  -0.11
C: 0.6205 -0.8755 2.5098  0.08
C: 0.3242 -1.4191 0.0452  -0.03
C: 0.5661 0.0545 0.1638  -0.25
C: -1.2750 0.1723 -2.5469  -0.14
C: 1.8923 0.8514 0.2658  -0.04
C: -1.3041 1.0916 -1.3506  -0.46
H: -2.0359 -0.5797 -2.5118  0.07
H: -0.4392 -1.6495 -0.7028  0.11
H: 1.9200 1.5751 1.0601  0.07
H: 1.4067 -1.6602 2.3125  0.12
H: -0.5696 1.8489 -1.2768  0.05
H: 1.1063 -2.1078 0.1639  0.11
H: -1.5648 0.8320 -3.3411  0.09
H: 1.1633 0.0211 2.6114  0.07
H: -0.0347 -1.2126 3.3124  0.11
H: -2.2763 2.0351 0.4870  -0.04
H: -0.4001 -0.2646 -2.8682  0.06
H: 2.8906 0.2590 0.2739  0.12
H: 1.8810 1.2912 -0.7430  0.07
H: -1.0775 -0.5787 1.2494  0.10

No. 4
Here is an isolated ion of composition C6H14NS and charge +1 at a distorted geometry from the Open Molecules 2025 dataset. Energies are from the ωB97M-V functional and the def2-TZVPD basis.

Calculated values
Energy above the lowest of the compared OMol25 structures with the same formula, charge and spin = 61.9 kcal/mol
HOMO level = -12.353 eV
LUMO = -0.1946 hartree
DFT total energy = -18765.4013 eV
Net charge = +1
Orbital gap = 7.1 eV
Structure (SMILES) = C=[NH+]C[C@@H](C)[C@@H](C)S

Each line ends with the Löwdin charge.
Geometry (Å):
S: -1.9981 -1.6822 -0.8863  0.77
N: 2.4766 -0.6652 -0.3156  0.07
C: 1.1568 -0.4709 -0.8546  -0.14
C: -0.5332 1.3565 -1.0221  -0.04
C: 3.0564 0.1052 0.5251  0.21
C: -2.1309 0.0226 1.3243  -0.17
C: 0.0162 0.2626 -0.0991  -0.35
C: -1.1798 -0.7041 0.4573  -0.68
H: 2.8091 -1.5617 -0.6530  0.19
H: -0.3972 1.1615 -2.0106  0.04
H: -2.7706 -0.6478 2.0763  0.15
H: -3.1803 -1.0695 -0.8932  -0.13
H: 1.2743 -0.0259 -1.7893  0.12
H: -1.4267 0.5049 2.0080  0.08
H: -0.6995 -1.3143 1.2809  0.12
H: -2.7902 0.7196 0.9197  0.05
H: 4.0025 -0.0135 0.8926  0.09
H: 0.2440 2.1748 -0.9462  0.11
H: 0.4631 0.6529 0.8318  0.11
H: 2.4296 1.0303 0.9527  0.18
H: -1.5387 1.6396 -0.7489  0.09
H: 0.7167 -1.4756 -1.0496  0.13

No. 5
Here is an isolated molecule of C6H14O at a distorted geometry from the Open Molecules 2025 dataset. Energies are from the ωB97M-V functional and the def2-TZVPD basis.

Calculated values
Energy above the lowest of the compared OMol25 structures with the same formula, charge and spin = 45.8 kcal/mol
HOMO level = -9.854 eV
LUMO = 0.0350 hartree
DFT total energy = -8494.9049 eV
Net charge = 0
Orbital gap = 10.8 eV
Structure (SMILES) = CC(C)C[C@@H](C)O

Each line ends with the Löwdin charge.
Geometry (Å):
O: 1.6539 -1.2095 -0.9255  -0.05
C: 1.3091 0.0616 -0.3649  -0.45
C: -2.1840 0.8736 0.5017  -0.07
C: 0.2907 -0.0403 0.7733  -0.14
C: 2.5800 0.7759 0.0999  -0.06
C: -1.4116 -1.2689 -0.7376  -0.10
C: -1.1670 -0.5038 0.5419  -0.35
H: 3.2781 0.9206 -0.7360  0.08
H: -0.8893 -2.2297 -0.7702  0.08
H: 3.0961 0.1841 0.8654  0.08
H: -2.1857 1.4116 -0.4698  0.07
H: -1.0545 -0.6831 -1.5929  0.08
H: 2.3481 1.7608 0.5175  0.08
H: 0.7497 -0.3119 1.7374  0.13
H: 2.2503 -1.0359 -1.6712  0.09
H: -0.2898 0.8807 0.8517  0.07
H: -3.2010 0.5165 0.6701  0.05
H: -2.0376 1.6902 1.2541  0.07
H: 0.8333 0.6728 -1.1462  0.14
H: -2.4879 -1.4155 -0.8345  0.07
H: -1.4807 -1.0499 1.4358  0.12

No. 6
Here is an isolated molecule of C6H14O at a distorted geometry from the Open Molecules 2025 dataset. Energies are from the ωB97M-V functional and the def2-TZVPD basis.

Calculated values
Energy above the lowest of the compared OMol25 structures with the same formula, charge and spin = 23.9 kcal/mol
HOMO level = -9.744 eV
LUMO = 0.0418 hartree
DFT total energy = -8495.8556 eV
Net charge = 0
Orbital gap = 10.9 eV
Structure (SMILES) = CCCCCOC

Each line ends with the Löwdin charge.
Geometry (Å):
O: -2.2434 0.8332 1.3563  -0.20
C: 0.7948 -0.3412 -0.4668  -0.25
C: 3.1407 -0.8893 -1.2707  -0.12
C: -0.0405 0.2511 0.6605  -0.19
C: 2.2876 -0.2827 -0.1634  -0.29
C: -1.5196 0.2711 0.3014  -0.29
C: -3.5933 0.8596 0.9906  -0.13
H: 4.2053 -0.8383 -1.0185  0.07
H: 2.4798 -0.8041 0.7845  0.11
H: 0.4852 -1.3828 -0.6353  0.12
H: -4.1872 0.9156 1.9221  0.10
H: -3.7234 -0.0554 0.3226  0.09
H: 0.0953 -0.3246 1.5837  0.12
H: 2.9844 -0.3555 -2.2162  0.07
H: -3.8261 1.7407 0.3708  0.09
H: -1.6558 0.8511 -0.6342  0.13
H: 0.5883 0.1976 -1.4054  0.12
H: 2.5739 0.7668 -0.0030  0.11
H: 2.8747 -1.9412 -1.4344  0.07
H: -2.0343 -0.7471 0.0771  0.14
H: 0.3136 1.2754 0.8785  0.13

No. 7
Here is a 2-piece molecular cluster, C6H14O overall at a distorted geometry from the Open Molecules 2025 dataset. Energies are from the ωB97M-V functional and the def2-TZVPD basis.

Calculated values
Energy above the lowest of the compared OMol25 structures with the same formula, charge and spin = 43.0 kcal/mol
HOMO level = -9.542 eV
LUMO = 0.0377 hartree
DFT total energy = -8495.0287 eV
Net charge = 0
Orbital gap = 10.6 eV
Structure (SMILES) = CC(=O)CC(C)C.[H][H]

Each line ends with the Löwdin charge.
Geometry (Å):
O: 0.0546 1.8860 -1.1896  0.01
C: -0.3962 0.1852 0.4342  -0.14
C: 1.0584 -0.2912 0.4477  -0.43
C: -0.7731 1.1680 -0.6552  -0.59
C: 1.3123 -1.4937 -0.4687  -0.08
C: 1.4702 -0.6307 1.8802  -0.09
C: -2.2562 1.4007 -0.8466  -0.04
H: -0.5709 0.8339 1.3056  0.14
H: 1.3408 0.2313 2.5447  0.08
H: -0.8412 -0.2544 -2.0731  0.12
H: -2.4841 1.7866 -1.8425  0.09
H: 1.6604 0.5518 0.0889  0.13
H: -2.4658 2.1880 -0.1175  0.09
H: 1.0842 -1.2821 -1.5166  0.05
H: 0.7109 -2.3598 -0.1607  0.08
H: 2.5195 -0.9405 1.9254  0.08
H: -2.8939 0.5390 -0.6199  0.08
H: 0.8617 -1.4545 2.2767  0.08
H: -0.3758 0.3156 -2.2102  0.12
H: -1.1012 -0.6537 0.5350  0.13
H: 2.3656 -1.7931 -0.4188  0.08

No. 8
Here is a 2-piece molecular cluster, C6H14O overall at a distorted geometry from the Open Molecules 2025 dataset. Energies are from the ωB97M-V functional and the def2-TZVPD basis.

Calculated values
Energy above the lowest of the compared OMol25 structures with the same formula, charge and spin = 42.3 kcal/mol
HOMO level = -10.304 eV
LUMO = 0.0312 hartree
DFT total energy = -8495.0579 eV
Net charge = 0
Orbital gap = 11.2 eV
Structure (SMILES) = CC1CCCC1.O

Each line ends with the Löwdin charge.
Geometry (Å):
O: 2.3266 -0.3088 1.7527  -0.13
C: -1.3763 0.6949 -0.3142  -0.19
C: -0.3527 -0.1775 -1.0687  -0.34
C: -1.5600 -0.0061 1.0220  -0.19
C: 0.4925 -0.8086 0.0217  -0.22
C: 0.4578 0.6660 -2.1639  -0.05
C: -0.0983 -0.4224 1.3532  -0.22
H: -2.3332 0.7224 -0.8702  0.12
H: -0.0292 -1.1731 2.1639  0.13
H: -1.0163 1.7368 -0.2123  0.12
H: 0.4413 -1.9135 -0.0210  0.13
H: -2.2582 -0.8647 1.0504  0.11
H: 0.3978 0.5017 1.7072  0.12
H: 1.1025 1.2869 -1.5193  0.07
H: 2.3223 0.4775 1.1611  0.06
H: 1.1004 0.0545 -2.8195  0.07
H: 1.7910 -0.9818 1.2747  0.00
H: -0.1552 1.3320 -2.7942  0.07
H: -0.9054 -1.0313 -1.5107  0.14
H: -1.9088 0.7360 1.7656  0.11
H: 1.5615 -0.5209 0.0216  0.09